Record 1
{
  "formula": "C2H13N2O2",
  "method": "ωB97M-V/def2-TZVPD",
  "species": ["N", "C", "C", "N", "H", "H", "H", "H", "H", "H", "H", "H", "H", "H", "H", "O", "H", "H", "O"],
  "coordinates": [[0.801, 0.730, -1.411], [-0.314, 0.074, -0.601], [-1.249, 1.275, -0.219], [-0.407, 2.221, 0.517], [0.694, 0.378, -2.368], [0.991, 1.715, -1.156], [1.673, 0.324, -1.059], [-0.985, -0.553, -1.166], [0.179, -0.514, 0.169], [-1.513, 1.667, -1.213], [-2.223, 1.065, 0.226], [-0.890, 3.111, 0.602], [-0.331, 1.814, 1.447], [1.988, -0.064, 1.912], [2.497, 1.294, 1.394], [2.077, 0.475, 1.116], [-1.313, -5.006, -0.144], [-1.879, -4.100, 0.926], [-1.128, -4.194, 0.335]],
  "charge": 1,
  "e_homo_ev": -14.138,
  "relative_energy_kcal_mol": 26.0,
  "gap_ev": 11.1,
  "molar_mass_g_mol": 97.14
}

Record 2
{
  "formula": "C2H13N2O2",
  "method": "ωB97M-V/def2-TZVPD",
  "species": ["N", "C", "C", "N", "H", "H", "H", "H", "H", "H", "H", "H", "H", "H", "H", "O", "H", "H", "O"],
  "coordinates": [[-0.229, -1.218, -0.167], [-1.414, -0.953, 0.770], [-1.482, 0.526, 1.061], [-1.891, 1.267, -0.127], [-0.304, -0.325, -0.685], [0.645, -1.221, 0.369], [-0.319, -1.989, -0.834], [-2.318, -1.242, 0.230], [-1.365, -1.646, 1.607], [-2.192, 0.757, 1.851], [-0.473, 0.806, 1.402], [-2.728, 1.808, 0.020], [-1.159, 1.877, -0.463], [2.552, 0.677, -2.077], [1.784, 1.272, -3.164], [1.669, 0.577, -2.503], [2.973, -0.710, 1.598], [3.541, -0.050, 0.322], [2.708, -0.213, 0.789]],
  "charge": 1,
  "e_homo_ev": -13.716,
  "relative_energy_kcal_mol": 19.0,
  "gap_ev": 10.7,
  "molar_mass_g_mol": 97.14
}

Listing LUMO level for the structures above in their given order: -0.11076, -0.11176 Eh.